{"formula": "C34H78BClFN3O14P3S", "method": "the ωB97M-V functional and the def2-TZVPD basis", "homo_lumo_gap_ev": 7.408, "multiplicity": 1, "e_lumo_ev": -3.35, "relative_energy_kj_mol": 1924.4, "charge": 1, "homo_ev": -10.76, "fmax_ev_per_a": 9.658, "symbols": ["C", "C", "C", "C", "C", "C", "C", "C", "C", "C", "C", "C", "F", "C", "C", "C", "C", "C", "S", "O", "O", "Cl", "N", "C", "C", "O", "C", "B", "O", "N", "C", "C", "N", "P", "O", "O", "H", "H", "H", "H", "H", "H", "H", "H", "H", "H", "H", "H", "H", "H", "H", "H", "H", "H", "H", "H", "H", "H", "H", "H", "H", "H", "H", "H", "H", "H", "H", "H", "H", "H", "H", "H", "H", "H", "H", "H", "H", "H", "H", "H", "H", "H", "H", "H", "O", "P", "O", "C", "C", "O", "C", "C", "O", "C", "C", "H", "H", "H", "H", "H", "H", "H", "H", "H", "H", "H", "H", "H", "H", "H", "O", "P", "O", "C", "C", "O", "C", "C", "O", "C", "C", "H", "H", "H", "H", "H", "H", "H", "H", "H", "H", "H", "H", "H", "H", "H"], "xyz": [[2.6917, 2.5257, 1.3754], [2.0638, 2.5245, -0.1681], [1.6326, 1.0291, -0.6913], [1.3183, 0.9746, -2.3137], [0.0522, 2.0025, -2.5903], [-0.3226, 2.1326, -4.2151], [-1.8644, 2.7024, -4.2796], [-1.7995, 4.3423, -3.9577], [-3.3919, 4.8303, -3.9433], [-4.0761, 4.3725, -2.5070], [-5.1883, 3.1802, -2.7596], [-6.4234, 3.1947, -1.6326], [-5.7108, 3.0936, -0.3039], [-7.3358, 1.8607, -1.9720], [-6.7023, 0.4463, -1.4487], [-6.8267, 0.1569, 0.1553], [-6.1846, -1.3687, 0.3965], [-7.0476, -2.5596, -0.3274], [-6.1483, -3.3812, -1.7783], [-6.3836, -2.6694, -3.1404], [-6.7642, -4.8303, -1.8866], [-4.0945, -3.6354, -1.4726], [-8.7899, 2.0972, -1.5751], [-9.6509, 0.8497, -1.5898], [-8.8911, 2.9151, -0.2927], [-10.2519, 2.9886, 0.2727], [-8.3808, 4.4638, -0.6664], [-9.6119, 5.4531, -1.1431], [-10.6463, 4.8788, -2.0750], [-9.8422, 6.8855, -0.7035], [-8.5649, 7.6838, -0.5791], [-10.5938, 6.9923, 0.6045], [-7.1882, 4.4928, -1.5920], [-7.5337, 5.1834, -3.1865], [-7.9706, 4.0044, -4.3860], [-6.3310, 6.3128, -3.7365], [3.5796, 3.3093, 1.4015], [3.0291, 1.4391, 1.7191], [1.8740, 2.9468, 2.1270], [2.8420, 3.0287, -0.9100], [1.0765, 3.1906, -0.1827], [2.4615, 0.1953, -0.5000], [0.6264, 0.7503, -0.1464], [2.2361, 1.3453, -2.9397], [0.9381, -0.1048, -2.6204], [0.2812, 3.1053, -2.2408], [-0.9366, 1.6419, -2.0375], [0.3692, 2.9255, -4.7356], [-0.3101, 1.0802, -4.7382], [-2.3772, 2.5510, -5.3246], [-2.5554, 2.2236, -3.4656], [-1.1521, 4.9038, -4.7643], [-1.3841, 4.5112, -2.8561], [-3.8913, 4.2676, -4.8691], [-3.3599, 5.9982, -4.1003], [-3.2158, 3.9815, -1.7867], [-4.5755, 5.2873, -1.9397], [-5.5757, 3.1027, -3.8609], [-4.6107, 2.1573, -2.5467], [-7.3501, 1.7878, -3.1638], [-5.5414, 0.3697, -1.7156], [-7.2123, -0.4125, -2.1004], [-6.2042, 0.8641, 0.8485], [-7.9184, 0.1111, 0.5776], [-5.1027, -1.3483, -0.0506], [-6.0887, -1.6264, 1.5516], [-8.1285, -2.2146, -0.6542], [-7.2073, -3.4227, 0.4710], [-9.1843, 2.7263, -2.3383], [-9.3137, 0.0683, -2.4235], [-9.7760, 0.3260, -0.5482], [-10.7485, 1.1818, -1.9190], [-8.1812, 2.5585, 0.5663], [-10.1977, 3.4378, 1.1887], [-7.9998, 4.9027, 0.3766], [-10.6169, 5.3623, -2.9584], [-8.3202, 7.8354, 0.5665], [-8.8077, 8.7774, -0.9913], [-7.6653, 7.2926, -1.2165], [-11.6924, 6.6146, 0.4553], [-9.9775, 6.4152, 1.4150], [-10.6624, 8.1543, 0.8647], [-8.7039, 4.4643, -4.9287], [-6.8102, 7.1202, -4.1391], [6.3893, -3.5489, 4.8666], [6.5185, -2.2083, 4.1029], [5.7973, -1.2967, 5.2934], [6.1299, -1.4793, 6.6603], [7.1113, -0.4170, 7.1134], [5.1619, -2.4223, 3.1692], [4.8186, -3.7144, 2.6988], [3.6796, -4.2707, 3.5343], [6.6628, -0.7103, 3.2496], [7.6998, 0.1800, 3.6193], [9.0640, -0.4772, 3.5933], [6.5389, -2.4707, 6.8684], [5.2020, -1.3836, 7.2339], [8.0669, -0.5303, 6.5925], [7.2966, -0.4932, 8.1882], [6.7322, 0.5844, 6.8908], [5.6838, -4.3837, 2.6973], [4.4894, -3.6122, 1.6590], [3.9439, -4.3122, 4.5949], [3.4067, -5.2763, 3.2027], [2.7988, -3.6243, 3.4583], [7.4837, 0.6139, 4.5967], [7.6851, 1.0048, 2.8993], [9.1306, -1.2828, 4.3307], [9.8461, 0.2545, 3.8135], [9.2601, -0.9217, 2.6119], [10.7566, -6.9409, 2.1743], [9.6908, -6.8395, 1.0559], [10.7244, -6.1744, -0.0655], [12.0357, -6.6839, -0.2476], [12.0863, -7.5972, -1.4561], [9.0321, -5.4112, 1.5888], [8.9292, -5.1496, 2.9780], [10.0225, -4.1814, 3.3927], [8.4998, -6.7262, -0.1938], [8.5025, -7.7022, -1.2194], [8.4399, -9.1142, -0.6753], [12.4102, -7.2148, 0.6306], [12.6953, -5.8257, -0.4142], [11.4778, -8.4908, -1.2873], [13.1125, -7.9155, -1.6590], [11.6915, -7.0930, -2.3426], [8.9629, -6.0730, 3.5635], [7.9510, -4.6907, 3.1574], [11.0157, -4.5724, 3.1540], [9.9764, -3.9764, 4.4658], [9.9218, -3.2358, 2.8494], [9.3719, -7.5600, -1.8629], [7.6192, -7.5172, -1.8394], [9.3282, -9.3507, -0.0818], [8.3715, -9.8372, -1.4927], [7.5719, -9.2373, -0.0191]], "forces_ev_per_angstrom": [[-0.44, 0.57, -0.25], [-0.15, -0.04, 0.06], [0.09, -0.26, -0.70], [-1.40, 1.05, 0.82], [0.04, 0.19, -1.21], [-1.33, -0.20, 0.99], [0.90, 1.40, 0.03], [-1.44, -1.08, 0.35], [1.46, -0.03, -0.12], [-0.06, 0.37, -0.13], [0.68, -0.60, 1.36], [1.91, -0.10, -0.33], [-1.83, -0.22, -2.46], [2.18, -0.25, -0.87], [0.03, -0.21, 0.18], [0.45, -1.73, 0.46], [0.13, 0.45, -0.06], [0.06, 0.35, 2.29], [-4.70, -4.50, -5.81], [1.40, -1.02, 5.22], [2.67, 5.43, 1.41], [-1.25, 0.63, 0.26], [-0.99, 0.24, 0.04], [-2.66, -1.68, -0.87], [0.73, 2.70, 2.16], [1.92, 0.39, 0.19], [0.29, -0.21, 1.92], [-2.15, 0.88, -2.21], [2.37, 0.88, 0.23], [1.58, -1.62, 0.46], [-0.09, 1.76, 0.24], [-0.59, 0.87, -0.29], [1.20, -3.10, -1.95], [-3.18, 3.63, -0.24], [0.32, 1.23, 0.39], [-1.17, -1.29, 0.02], [-1.71, -1.91, 0.07], [-0.61, 2.49, -0.78], [1.74, -1.10, -1.53], [-1.64, -1.19, 1.50], [2.25, -1.35, 0.04], [-1.75, 1.96, -0.02], [2.08, 0.29, -0.93], [-1.70, -0.94, 1.17], [1.12, 2.21, 0.55], [-0.32, -2.37, -0.50], [2.18, 0.61, -1.00], [-1.22, -1.83, 0.89], [0.34, 2.09, 0.99], [1.08, 0.29, 1.91], [1.41, 0.66, -1.48], [-1.35, -1.12, 1.67], [-0.62, -0.27, -2.52], [0.81, 1.53, 2.04], [-0.61, -2.41, 0.38], [-1.97, 0.67, -1.56], [0.97, -1.91, -1.38], [0.50, 0.44, 2.08], [-1.46, 2.14, -0.54], [-0.05, 0.33, 2.64], [-2.65, 0.53, 0.44], [1.14, 1.77, 1.61], [-1.18, -1.07, -1.68], [1.95, 0.25, -0.99], [-1.95, -0.12, 0.93], [-0.27, 0.67, -2.55], [2.43, -0.81, 0.03], [0.50, 1.56, -2.06], [0.37, -0.62, 1.06], [-0.40, 1.95, 1.96], [0.66, 1.29, -2.09], [2.47, -0.59, 0.88], [-1.11, -0.05, -2.16], [0.14, -1.12, -2.12], [-0.63, -1.01, -2.09], [-0.26, -0.52, 2.07], [0.07, -0.47, -2.29], [0.61, -2.28, 0.87], [-1.72, 0.49, 1.40], [2.20, 0.47, 0.50], [-1.43, 1.12, -0.96], [0.17, -2.64, -0.34], [1.75, -0.93, 1.28], [0.70, -2.08, 1.04], [4.12, 0.84, -1.78], [-9.31, 1.28, 1.96], [1.38, 0.12, 0.26], [-0.15, 0.12, 0.62], [0.09, 0.14, -0.02], [1.59, 0.25, -0.70], [-0.41, -0.43, -0.04], [-0.13, -0.02, 0.20], [2.58, -2.45, -0.22], [0.34, 0.52, 0.01], [0.05, 0.06, -0.21], [-0.13, 0.01, -0.23], [0.01, -0.02, -0.15], [0.01, -0.03, 0.08], [0.00, 0.00, -0.09], [-0.01, -0.09, 0.08], [-0.16, 0.04, 0.10], [0.09, 0.12, 0.07], [0.14, -0.07, -0.17], [0.01, 0.07, 0.00], [0.11, -0.08, -0.11], [-0.03, -0.10, 0.11], [-0.16, -0.19, -0.04], [-0.01, -0.02, 0.16], [-0.03, -0.13, 0.01], [-0.03, 0.14, 0.09], [-2.53, -3.79, -0.66], [2.96, 9.14, -0.97], [0.02, -1.39, -0.28], [0.60, 0.09, -0.26], [-0.06, -0.07, -0.14], [-0.94, -1.49, -0.25], [0.07, 0.38, 0.45], [0.20, 0.07, 0.00], [-0.03, -2.79, 2.21], [-0.15, -0.25, -0.51], [-0.23, -0.05, 0.02], [-0.20, 0.16, 0.06], [-0.14, 0.00, 0.06], [0.08, -0.03, 0.00], [-0.09, 0.02, 0.02], [0.11, -0.01, 0.07], [0.11, 0.17, -0.04], [0.08, -0.17, -0.09], [-0.16, -0.10, 0.10], [-0.03, -0.01, -0.04], [-0.08, -0.11, 0.06], [0.13, 0.00, 0.07], [0.03, 0.14, 0.20], [0.16, -0.01, -0.03], [0.05, 0.02, 0.13], [0.05, 0.03, -0.15]]}